Arrangement 1

The following is a quantum chemistry calculation of a cluster of 4 separate species, CH9O3S in total, from the OMol25 dataset.

The calculation puts the HOMO energy at -0.12335 hartree.

```
! wB97M-V def2-TZVPD RIJCOSX def2/J DEFGRID3
* xyz -1 1
C -0.718 2.164 0.658
S -1.593 0.545 0.731
H -0.769 2.493 -0.374
H 0.314 2.195 1.008
H -1.285 2.886 1.239
H 0.434 -1.331 1.824
H 0.800 -0.301 0.849
O 1.210 -1.051 1.325
H -0.778 -1.421 -2.176
H -0.772 -0.239 -1.166
O -0.345 -0.581 -2.007
H 1.648 -1.115 -1.713
H 2.269 -1.187 -0.349
O 2.493 -1.341 -1.287
*
```

Arrangement 2

The following is a quantum chemistry calculation of a cluster of 4 separate species, CH9O3S in total, from the OMol25 dataset.

The calculation puts the HOMO energy at -0.09294 hartree.

```
! wB97M-V def2-TZVPD RIJCOSX def2/J DEFGRID3
* xyz -1 1
C 3.304 -0.844 1.133
S 1.509 -1.265 0.762
H 3.315 0.218 1.459
H 3.901 -0.804 0.209
H 3.488 -1.642 1.821
H -1.576 0.191 0.988
H -2.494 0.202 -0.126
O -2.379 0.563 0.672
H -1.762 -3.404 -0.963
H -0.682 -2.400 -0.439
O -1.640 -2.597 -0.461
H -1.753 3.799 -2.466
H -1.215 4.040 -1.029
O -2.015 3.943 -1.560
*
```

Arrangement 3

The following is a quantum chemistry calculation of a cluster of 4 separate species, CH9O3S in total, from the OMol25 dataset.

The calculation puts the HOMO energy at -0.10462 hartree.

```
! wB97M-V def2-TZVPD RIJCOSX def2/J DEFGRID3
* xyz -1 1
C 0.276 1.241 -1.027
S -1.276 0.408 -0.636
H 0.166 2.177 -1.591
H 0.953 1.470 -0.189
H 0.840 0.590 -1.703
H 2.158 -0.864 -0.666
H 1.385 -2.100 -0.396
O 2.058 -1.756 -1.008
H -0.815 -2.238 0.840
H -0.160 -0.966 1.158
O 0.062 -1.918 1.091
H 0.097 2.410 1.400
H -1.102 1.508 1.744
O -0.192 1.717 1.995
*
```

Quick one: most stable of them? arrangement 1

Arrangement 1

The following is a quantum chemistry calculation of a structure of composition C26H33BN6O8PSSr, from the OMol25 dataset.

The calculation puts the HOMO energy at -0.34881 hartree.

```
! wB97M-V def2-TZVPD RIJCOSX def2/J DEFGRID3
* xyz 1 1
Sr -0.928 -0.442 -0.592
C 1.037 3.532 5.262
C 0.120 2.914 4.248
C 0.467 1.715 3.624
C -0.388 1.112 2.719
C -1.605 1.710 2.413
C -1.973 2.889 3.035
C -1.107 3.486 3.938
S -2.742 0.902 1.326
O -4.049 1.346 1.725
O -2.417 1.316 -0.091
N -2.406 -0.619 1.288
C -2.499 -1.447 2.411
C -3.014 -1.094 3.630
C -3.117 -2.064 4.655
C -2.732 -3.355 4.447
C -2.202 -3.744 3.190
C -1.812 -5.071 2.903
C -1.333 -5.373 1.663
C -1.214 -4.334 0.713
N -1.538 -3.084 0.941
C -2.060 -2.785 2.171
H 2.059 3.583 4.885
H 1.057 2.936 6.176
H 0.719 4.538 5.527
H 1.410 1.239 3.868
H -0.112 0.161 2.279
H -2.937 3.333 2.826
H -1.400 4.409 4.421
H -3.375 -0.093 3.819
H -3.531 -1.766 5.609
H -2.840 -4.100 5.225
H -1.910 -5.833 3.666
H -1.038 -6.377 1.393
H -0.829 -4.575 -0.271
C 3.406 -1.414 1.845
O 3.116 -2.535 1.011
C 2.294 -2.301 -0.025
O 1.822 -1.201 -0.281
N 2.089 -3.422 -0.733
N 1.246 -3.501 -1.840
H 4.035 -1.799 2.640
H 2.489 -0.992 2.255
H 3.940 -0.648 1.282
H 2.458 -4.285 -0.371
H 1.618 -2.953 -2.609
H 0.339 -3.104 -1.620
N 2.820 2.140 -1.470
C 1.759 2.943 -2.147
P 0.242 2.740 -1.093
O -0.039 3.922 -0.246
O 0.566 1.373 -0.552
C -1.121 2.718 -2.338
N -2.219 3.494 -1.690
H 2.309 1.360 -0.997
H 3.315 2.672 -0.756
H 3.495 1.762 -2.132
H 1.587 2.459 -3.109
H 2.084 3.971 -2.286
H -1.496 1.737 -2.618
H -0.788 3.226 -3.244
H -2.907 3.851 -2.347
H -1.776 4.247 -1.137
H -2.660 2.857 -0.994
O 0.252 0.382 -3.843
B -0.110 -0.956 -3.307
O 0.324 -1.865 -4.300
C 0.883 -1.170 -5.335
C 1.426 -1.656 -6.504
C 1.941 -0.720 -7.400
C 1.902 0.642 -7.126
C 1.344 1.122 -5.940
C 0.840 0.186 -5.060
H 1.445 -2.716 -6.718
H 2.372 -1.060 -8.331
H 2.306 1.342 -7.845
H 1.295 2.184 -5.732
*
```

Arrangement 2

The following is a quantum chemistry calculation of a structure of composition C26H33BN6O8PSSr, from the OMol25 dataset.

The calculation puts the HOMO energy at -0.33434 hartree.

```
! wB97M-V def2-TZVPD RIJCOSX def2/J DEFGRID3
* xyz 1 1
Sr -0.746 0.933 0.315
C 5.162 -4.689 -1.277
C 3.905 -3.878 -1.096
C 3.911 -2.494 -1.258
C 2.754 -1.740 -1.121
C 1.572 -2.408 -0.816
C 1.531 -3.797 -0.656
C 2.700 -4.513 -0.788
S 0.062 -1.582 -0.711
O -0.933 -2.449 -1.327
O -0.263 -1.268 0.701
N 0.218 -0.165 -1.421
C -0.102 0.046 -2.835
C 0.013 -0.866 -3.844
C -0.321 -0.514 -5.182
C -0.744 0.741 -5.495
C -0.872 1.716 -4.470
C -1.290 3.049 -4.727
C -1.408 3.928 -3.704
C -1.136 3.480 -2.392
N -0.741 2.268 -2.095
C -0.584 1.370 -3.141
H 6.053 -4.093 -1.083
H 5.237 -5.066 -2.299
H 5.174 -5.551 -0.610
H 4.842 -1.992 -1.495
H 2.777 -0.663 -1.221
H 0.601 -4.300 -0.429
H 2.681 -5.589 -0.654
H 0.377 -1.865 -3.643
H -0.214 -1.258 -5.961
H -0.969 1.012 -6.521
H -1.507 3.353 -5.745
H -1.727 4.950 -3.866
H -1.276 4.161 -1.557
C -0.861 3.987 3.479
O -2.103 3.258 3.255
C -2.117 1.962 3.577
O -3.095 1.271 3.227
N -1.138 1.462 4.325
N -1.082 0.099 4.670
H -1.033 4.988 3.109
H -0.038 3.518 2.950
H -0.651 4.027 4.547
H -0.238 1.910 4.362
H -0.521 -0.377 3.971
H -2.033 -0.248 4.674
N -3.346 -0.890 -1.816
C -2.675 -0.067 -0.759
P -3.427 1.640 -0.577
O -3.877 2.013 -1.938
O -2.475 2.411 0.297
C -4.888 1.513 0.486
N -4.768 2.520 1.593
H -2.714 -1.662 -2.025
H -3.496 -0.298 -2.642
H -4.247 -1.261 -1.518
H -1.687 0.183 -1.196
H -2.503 -0.648 0.167
H -4.987 0.540 0.966
H -5.773 1.727 -0.107
H -5.674 2.795 1.964
H -4.253 3.353 1.306
H -4.146 2.090 2.346
O 1.511 0.513 3.286
B 1.546 1.188 1.973
O 2.745 0.636 1.333
C 3.302 -0.285 2.186
C 4.415 -1.054 1.969
C 4.775 -1.947 2.989
C 4.035 -2.028 4.163
C 2.909 -1.216 4.361
C 2.580 -0.363 3.342
H 4.994 -0.970 1.054
H 5.645 -2.579 2.863
H 4.332 -2.723 4.938
H 2.325 -1.255 5.274
*
```

Quick one: most stable of them? arrangement 1

Arrangement 1

The following is a quantum chemistry calculation of a cluster of 2 separate species, C8H16O in total, from the OMol25 dataset.

The calculation puts the HOMO energy at -0.34273 hartree. Its SMILES is CC/C=C/CO.C1CC1.

```
! wB97M-V def2-TZVPD RIJCOSX def2/J DEFGRID3
* xyz 0 1
C 0.370 2.830 -0.535
C 0.522 1.835 0.620
C 1.413 0.698 0.247
C 1.073 -0.579 0.334
C 1.974 -1.716 -0.094
O 3.303 -1.302 -0.367
H -0.260 3.678 -0.248
H -0.075 2.336 -1.426
H 1.354 3.216 -0.843
H 0.906 2.384 1.487
H -0.450 1.412 0.910
H 2.422 0.956 -0.067
H 0.115 -0.892 0.750
H 1.956 -2.522 0.669
H 1.583 -2.158 -1.026
H 3.761 -1.179 0.491
C -2.769 -0.513 0.802
C -3.165 -1.412 -0.349
C -2.801 0.029 -0.601
H -1.794 -0.720 1.246
H -3.509 -0.162 1.501
H -2.464 -2.176 -0.658
H -4.238 -1.708 -0.396
H -3.593 0.725 -0.869
H -1.841 0.193 -1.133
*
```

Arrangement 2

The following is a quantum chemistry calculation of the molecule C8H16O, from the OMol25 dataset.

The calculation puts the HOMO energy (alpha / beta) at -0.22852 / -0.17964 hartree.

```
! wB97M-V def2-TZVPD RIJCOSX def2/J DEFGRID3
* xyz 0 1
C 0.263 -1.019 -0.851
C -0.165 0.288 1.037
C -0.514 -2.275 -0.728
C -0.380 1.745 1.448
C 1.130 -0.225 1.663
C 0.639 1.260 -1.407
C -0.384 0.265 -0.692
C -1.758 0.427 -1.048
O 1.590 -1.148 -1.086
H 1.865 -2.074 -1.074
H -1.007 -0.309 1.385
H -0.831 -2.626 -1.720
H -1.429 -2.129 -0.151
H 0.069 -3.072 -0.250
H 2.006 0.209 1.178
H -1.299 2.158 1.040
H -0.472 1.789 2.537
H 0.464 2.366 1.148
H 1.179 0.066 2.716
H 1.205 -1.313 1.627
H 0.799 1.032 -2.460
H 1.580 1.374 -0.866
H 0.154 2.234 -1.409
H -2.256 1.370 -0.874
H -2.450 -0.394 -1.162
*
```

Quick one: most stable of them? arrangement 1

Arrangement 1

The following is a quantum chemistry calculation of the molecule C12H16N2O5, from the OMol25 dataset.

The calculation puts the HOMO energy at -0.33176 hartree. Its SMILES is N[C@@H](Cc1ccc(O)cc1)C(=O)N[C@@H](CO)C(=O)O.

```
! wB97M-V def2-TZVPD RIJCOSX def2/J DEFGRID3
* xyz 0 1
N 0.618 -0.300 1.291
C 0.179 -0.514 0.028
C -1.154 0.289 -0.517
C -1.736 1.335 0.411
C -3.134 1.439 0.660
C -3.595 2.611 1.338
C -2.856 3.601 1.798
O -3.338 4.530 2.704
C -1.473 3.492 1.424
C -0.962 2.464 0.691
C 1.294 -0.099 -0.920
O 1.559 1.086 -0.932
N 2.283 -1.030 -1.420
C 2.551 -2.442 -1.198
C 1.781 -3.263 -0.206
O 2.063 -2.771 1.061
C 2.424 -3.127 -2.598
O 3.192 -3.929 -3.081
O 1.418 -2.764 -3.382
H 1.194 0.511 1.413
H -0.180 -0.139 1.982
H 0.045 -1.550 -0.147
H -0.703 0.755 -1.411
H -1.988 -0.432 -0.804
H -3.832 0.677 0.407
H -4.616 2.661 1.597
H -2.634 4.761 3.190
H -0.813 4.281 1.698
H 0.146 2.361 0.377
H 3.020 -0.499 -1.967
H 3.557 -2.461 -0.845
H 2.260 -4.259 -0.425
H 0.683 -3.443 -0.479
H 1.516 -1.926 1.237
H 1.231 -1.904 -2.973
*
```

Arrangement 2

The following is a quantum chemistry calculation of the molecule C12H16N2O5, from the OMol25 dataset.

The calculation puts the HOMO energy at -0.32002 hartree. Its SMILES is N[C@@H](Cc1ccc(O)cc1)C(=O)N[C@@H](CO)C(=O)O.

```
! wB97M-V def2-TZVPD RIJCOSX def2/J DEFGRID3
* xyz 0 1
N -1.550 2.242 -1.223
C -0.582 1.308 -0.783
C 0.399 1.012 -2.078
C 1.024 -0.440 -2.096
C 2.215 -0.734 -2.783
C 2.883 -1.989 -2.755
C 2.389 -2.984 -1.876
O 2.985 -4.252 -1.546
C 1.294 -2.623 -0.933
C 0.647 -1.438 -1.209
C 0.169 1.872 0.375
O 0.864 2.942 0.417
N -0.112 1.102 1.515
C -1.480 0.734 1.884
C -1.797 -0.568 2.647
O -0.886 -0.587 3.855
C -1.922 1.766 2.871
O -1.282 2.616 3.413
O -3.349 1.597 2.876
H -1.127 2.689 -2.154
H -1.347 3.108 -0.596
H -1.119 0.264 -0.488
H -0.109 1.189 -3.052
H 1.482 1.522 -2.082
H 2.346 0.025 -3.618
H 3.862 -2.149 -3.403
H 3.924 -4.077 -1.841
H 0.816 -3.413 -0.422
H -0.352 -1.217 -0.854
H 0.525 1.175 2.367
H -2.049 0.827 0.877
H -2.772 -0.705 3.014
H -1.675 -1.489 2.065
H -0.641 -1.526 4.163
H -3.676 2.200 3.451
*
```

Quick one: most stable of them? arrangement 1

Arrangement 1

The following is a quantum chemistry calculation of the molecule C23H22N4O4S, from the OMol25 dataset.

The calculation puts the HOMO energy at -0.29062 hartree. Its SMILES is COCCn1c(SCC(=O)Nc2ccc(C(C)=O)cc2)nc2c([nH]c3ccccc32)c1=O.

```
! wB97M-V def2-TZVPD RIJCOSX def2/J DEFGRID3
* xyz 0 1
C -1.723 2.600 -4.463
O -0.449 3.163 -4.657
C -0.083 4.166 -3.733
C 0.929 3.659 -2.695
N 0.372 2.605 -1.875
C 0.435 1.301 -2.259
S 1.376 0.901 -3.687
C 1.813 -0.806 -3.219
C 2.153 -0.842 -1.732
O 2.783 0.034 -1.191
N 1.708 -1.974 -1.116
C 1.543 -2.192 0.252
C 1.750 -1.198 1.205
C 1.427 -1.428 2.526
C 0.920 -2.661 2.936
C 0.489 -2.953 4.323
C 0.468 -1.794 5.290
O 0.146 -4.066 4.658
C 0.782 -3.673 1.984
C 1.080 -3.444 0.661
N -0.102 0.304 -1.632
C -0.697 0.592 -0.450
C -0.728 1.885 0.069
N -1.310 1.869 1.308
C -1.661 0.583 1.606
C -2.251 0.066 2.754
C -2.503 -1.288 2.792
C -2.198 -2.118 1.709
C -1.613 -1.618 0.569
C -1.316 -0.258 0.516
C -0.225 3.004 -0.662
O -0.274 4.179 -0.341
H -2.510 3.359 -4.553
H -1.846 1.859 -5.251
H -1.823 2.106 -3.490
H -0.964 4.569 -3.220
H 0.392 4.971 -4.303
H 1.817 3.281 -3.205
H 1.192 4.483 -2.027
H 2.689 -1.050 -3.820
H 0.984 -1.465 -3.472
H 1.289 -2.684 -1.701
H 2.138 -0.241 0.899
H 1.573 -0.631 3.237
H -0.143 -0.988 4.890
H 1.479 -1.424 5.449
H 0.058 -2.128 6.240
H 0.412 -4.633 2.309
H 0.937 -4.227 -0.071
H -1.441 2.683 1.885
H -2.504 0.709 3.584
H -2.953 -1.722 3.672
H -2.429 -3.170 1.778
H -1.390 -2.253 -0.273
*
```

Arrangement 2

The following is a quantum chemistry calculation of the molecule C23H22N4O4S, from the OMol25 dataset.

The calculation puts the HOMO energy at -0.31400 hartree. Its SMILES is O=C(NCCN1C(=O)S/C(=C/c2cccnc2)C1=O)[C@@H]1CC(=O)N(Cc2ccccc2)C1.

```
! wB97M-V def2-TZVPD RIJCOSX def2/J DEFGRID3
* xyz 0 1
O 1.893 -0.217 0.763
C 1.763 0.768 1.460
N 2.160 0.804 2.751
C 2.664 -0.382 3.407
C 1.653 -0.952 4.412
N 0.336 -1.027 3.814
C -0.639 -0.137 4.182
O -0.506 0.745 4.989
S -2.120 -0.476 3.272
C -1.282 -1.645 2.249
C -1.854 -2.143 1.140
C -1.219 -2.984 0.144
C 0.080 -2.767 -0.320
C 0.586 -3.604 -1.297
C -0.220 -4.619 -1.790
N -1.457 -4.828 -1.368
C -1.941 -4.034 -0.437
C 0.055 -1.928 2.793
O 0.812 -2.812 2.480
C 1.143 2.063 0.936
C -0.327 2.132 1.365
C -1.028 1.289 0.302
O -2.111 0.752 0.390
N -0.219 1.258 -0.771
C -0.526 0.569 -1.999
C -0.682 1.544 -3.137
C 0.170 1.519 -4.231
C 0.026 2.442 -5.253
C -0.966 3.404 -5.184
C -1.819 3.437 -4.093
C -1.678 2.512 -3.075
C 1.024 1.970 -0.590
H 1.954 1.609 3.323
H 3.601 -0.157 3.921
H 2.845 -1.115 2.617
H 1.963 -1.957 4.708
H 1.566 -0.310 5.292
H -2.886 -1.876 0.949
H 0.668 -1.946 0.059
H 1.586 -3.462 -1.676
H 0.128 -5.292 -2.564
H -2.952 -4.250 -0.115
H 1.727 2.923 1.268
H -0.707 3.154 1.297
H -0.523 1.767 2.371
H 0.267 -0.155 -2.214
H -1.463 0.030 -1.823
H 0.948 0.770 -4.286
H 0.692 2.411 -6.102
H -1.077 4.125 -5.980
H -2.597 4.185 -4.037
H -2.343 2.530 -2.224
H 0.981 2.962 -1.056
H 1.848 1.401 -1.029
*
```

Quick one: most stable of them? arrangement 2

Arrangement 1

The following is a quantum chemistry calculation of a structure of composition C2H4ClNO, from the OMol25 dataset.

The calculation puts the HOMO energy at -0.36978 hartree.

```
! wB97M-V def2-TZVPD RIJCOSX def2/J DEFGRID3
* xyz 0 1
C -0.043 -0.558 0.324
C -0.411 0.963 0.940
H 1.395 -0.945 -2.751
H -0.519 -1.633 1.081
H 0.492 1.646 0.634
H -0.688 0.685 1.853
N 0.696 -0.319 -0.785
O 1.139 -1.406 -1.620
Cl -2.061 1.567 0.325
*
```

Arrangement 2

The following is a quantum chemistry calculation of the molecule C2H4ClNO, from the OMol25 dataset.

The calculation puts the HOMO energy at -0.32979 hartree.

```
! wB97M-V def2-TZVPD RIJCOSX def2/J DEFGRID3
* xyz 0 1
C -1.744 -0.099 0.602
C 0.450 -0.486 0.060
N 1.054 0.761 -0.215
O -0.872 -0.361 -0.361
Cl -3.232 0.395 -0.021
H 1.524 0.776 -1.125
H 0.825 -1.269 -0.523
H 0.446 -0.773 1.051
H 1.549 1.055 0.532
*
```

Quick one: most stable of them? arrangement 2